[1]
{"formula": "C10H13N2O", "method": "wB97M-V/def2-TZVPD", "homo_energy_ha": [-0.3731, -0.4441], "largest_force_ev_per_a": 3.60, "e_tot_ev": -15597.980, "total_charge": 1, "orbital_gap_ev": [5.33, 8.35], "elements": ["C", "C", "C", "C", "C", "C", "C", "C", "C", "C", "N", "N", "O", "H", "H", "H", "H", "H", "H", "H", "H", "H", "H", "H", "H", "H"], "coordinates": [[-1.0145, 0.7757, 3.5995], [-1.1866, 1.8150, 2.6754], [-1.0266, -0.5047, 3.0496], [-1.0169, 1.5884, 1.3005], [-0.9878, -0.8245, 1.6770], [-0.9390, 0.2791, 0.7780], [1.1055, -0.4771, -2.9941], [-0.5793, -1.1914, -1.2259], [2.4299, -0.2591, -0.9417], [-0.6559, 0.1047, -0.5820], [0.1382, -1.2506, -2.5711], [2.1827, -0.0491, -2.2689], [-0.5207, 1.0448, -1.5410], [-1.0262, 1.0187, 4.6904], [-1.2552, 2.7906, 3.1481], [-1.0590, -1.3983, 3.7576], [-0.6533, 2.4970, 0.6179], [-0.8128, -1.8142, 1.2877], [1.2220, -0.0288, -4.0404], [-0.2267, -2.0076, -0.3965], [-1.5534, -1.5271, -1.5057], [3.4307, -0.0183, -0.6825], [2.1418, -1.2164, -0.6061], [-0.4543, -1.7528, -3.2240], [2.8254, 0.4686, -2.7927], [-0.5080, 1.9374, -1.2093]], "lowdin_charge": [-0.07, -0.07, -0.07, -0.02, -0.01, -0.20, -0.10, -0.08, 0.08, -0.28, 0.09, 0.01, 0.07, 0.13, 0.11, 0.13, 0.15, 0.09, 0.19, 0.17, 0.13, 0.07, 0.07, 0.16, 0.13, 0.10]}

***

[2]
{"formula": "C5H6O2", "method": "wB97M-V/def2-TZVPD", "homo_energy_ha": -0.3985, "largest_force_ev_per_a": 0.65, "e_tot_ev": -9373.333, "orbital_gap_ev": 10.05, "elements": ["C", "C", "O", "C", "O", "C", "C", "H", "H", "H", "H", "H", "H"], "coordinates": [[-2.0215, -0.3603, -0.0324], [-0.6302, 0.2153, -0.1676], [0.2626, -0.8776, -0.3486], [1.5798, -0.7099, -0.1482], [2.3591, -1.6077, -0.3119], [2.0161, 0.6529, 0.2928], [1.3573, 1.7585, 0.5295], [-2.0582, -1.0436, 0.8214], [-2.7349, 0.4545, 0.1218], [-2.2756, -0.9064, -0.9449], [-0.3804, 0.7686, 0.7578], [3.0913, 0.7535, 0.4507], [-0.5654, 0.9022, -1.0202]], "lowdin_charge": [-0.05, -0.27, 0.02, -0.50, 0.13, -0.15, 0.22, 0.09, 0.09, 0.09, 0.09, 0.12, 0.13]}

***

[3]
{"formula": "C7H14", "method": "wB97M-V/def2-TZVPD", "smiles": "C=CC(C)C.C=C", "homo_energy_ha": -0.3518, "largest_force_ev_per_a": 0.19, "e_tot_ev": -7484.591, "orbital_gap_ev": 10.76, "elements": ["C", "C", "C", "C", "C", "H", "H", "H", "H", "H", "H", "H", "H", "H", "H", "C", "C", "H", "H", "H", "H"], "coordinates": [[-1.5382, 1.4012, 0.2236], [-0.2253, 1.4716, 0.0241], [0.7875, 0.5142, 0.5954], [1.6408, -0.1128, -0.5115], [1.6785, 1.2392, 1.6108], [-2.2241, 2.1319, -0.1978], [-1.9767, 0.5996, 0.8158], [0.1832, 2.2863, -0.5796], [0.2402, -0.2876, 1.1104], [2.2285, 0.6534, -1.0329], [2.3431, -0.8445, -0.0945], [1.0186, -0.6212, -1.2559], [2.4075, 0.5525, 2.0566], [2.2375, 2.0477, 1.1220], [1.0814, 1.6814, 2.4149], [-2.0783, -1.6475, -1.2323], [-1.2164, -2.5913, -0.8713], [-3.1477, -1.7583, -1.0662], [-1.7527, -0.7199, -1.6967], [-0.1471, -2.4817, -1.0384], [-1.5404, -3.5140, -0.3966]], "lowdin_charge": [-0.01, -0.18, -0.45, -0.08, -0.08, 0.05, 0.06, 0.11, 0.13, 0.08, 0.08, 0.06, 0.08, 0.08, 0.08, -0.08, -0.08, 0.05, 0.04, 0.03, 0.05]}

***

[4]
{"formula": "C4H4N4", "method": "wB97M-V/def2-TZVPD", "smiles": "[H]/N=c1\\ccncnn1", "homo_energy_ha": -0.3291, "largest_force_ev_per_a": 9.57, "e_tot_ev": -10167.006, "orbital_gap_ev": 8.90, "elements": ["H", "N", "C", "C", "C", "N", "C", "N", "N", "H", "H", "H"], "coordinates": [[-2.4385, -0.0110, -1.4921], [-2.2159, -0.5964, -0.6644], [-1.1654, -0.1865, -0.0370], [-0.5262, 1.1621, 0.4752], [0.7562, 1.1765, -0.0216], [1.4226, 0.0995, -0.5775], [1.2805, -1.0595, -0.4223], [0.4778, -1.6143, 0.5961], [-0.5294, -1.0218, 0.9689], [-0.9913, 1.8958, 1.3589], [1.6513, 1.8619, 0.5734], [2.2783, -1.7063, -0.7577]], "lowdin_charge": [0.07, 0.15, -0.41, -0.01, -0.17, 0.03, -0.29, 0.05, 0.07, 0.17, 0.18, 0.17]}

***

[5]
{"formula": "C7H18N2", "method": "wB97M-V/def2-TZVPD", "homo_energy_ha": -0.2772, "largest_force_ev_per_a": 2.38, "e_tot_ev": -10527.401, "orbital_gap_ev": 8.47, "elements": ["C", "C", "C", "N", "H", "H", "H", "H", "H", "H", "H", "H", "H", "C", "C", "N", "C", "C", "H", "H", "H", "H", "H", "H", "H", "H", "H"], "coordinates": [[-1.6819, 0.6836, 1.6678], [-2.3500, 0.3335, -0.9652], [-1.1808, 0.6413, -1.8803], [-2.7477, 0.9107, 2.4064], [-3.2890, 0.1264, 2.7432], [-3.1303, 1.8254, 2.6462], [-1.9646, 0.1882, 0.1602], [-1.1497, 1.6195, 1.4354], [-3.1166, 1.1052, -0.9953], [-2.8033, -0.6301, -1.1931], [-1.4796, 0.6120, -2.9308], [-0.7718, 1.6273, -1.6689], [-0.3812, -0.0856, -1.7376], [2.3581, -1.7641, -1.1871], [1.0647, -1.4326, 0.8566], [1.6614, -0.8410, -0.3206], [2.1505, 0.4443, -0.2337], [1.9762, 1.3138, 0.7625], [2.6562, 0.7657, -1.1378], [1.8012, -1.6089, 1.6534], [1.6823, -2.5694, -1.4805], [2.6861, -1.2482, -2.0884], [3.2381, -2.2136, -0.7054], [0.6125, -2.3854, 0.5814], [0.2755, -0.7814, 1.2368], [2.3787, 2.3092, 0.6808], [1.5049, 1.0539, 1.6940]], "lowdin_charge": [-0.09, -0.18, -0.17, -0.02, 0.09, 0.10, -0.01, 0.04, 0.06, 0.06, 0.06, 0.06, 0.04, -0.09, -0.08, -0.27, -0.23, -0.01, 0.11, 0.09, 0.08, 0.08, 0.09, 0.08, 0.03, 0.03, 0.03]}

***

[6]
{"formula": "C11H18ClNO", "method": "wB97M-V/def2-TZVPD", "homo_energy_ha": [-0.2761, -0.3089], "largest_force_ev_per_a": 2.40, "e_tot_ev": -27756.077, "orbital_gap_ev": [7.15, 8.50], "elements": ["C", "C", "C", "C", "C", "C", "C", "C", "C", "C", "C", "N", "O", "Cl", "H", "H", "H", "H", "H", "H", "H", "H", "H", "H", "H", "H", "H", "H", "H", "H", "H", "H"], "coordinates": [[-0.7803, 1.8559, -0.0969], [0.5845, 1.5820, -0.7209], [-1.9224, 1.0947, -0.7153], [3.3649, -0.5678, -0.4742], [3.0857, -0.2318, 1.0063], [1.9951, -0.5703, -1.1729], [1.5662, 0.0187, 1.1106], [1.1479, 0.2782, -0.2883], [-2.0313, -0.3216, -0.0894], [-3.3137, -0.9992, -0.6163], [-2.1232, -0.2171, 1.4400], [-0.9036, -1.0574, -0.5965], [-0.9146, 2.6115, 0.8308], [-0.4992, -2.4151, 0.3223], [0.4916, 1.6077, -1.8061], [1.2567, 2.3844, -0.3882], [-2.8489, 1.6318, -0.5157], [-1.7813, 0.9829, -1.7900], [4.0018, 0.1964, -0.9225], [3.8667, -1.5282, -0.5828], [3.3988, -1.0442, 1.6601], [3.6295, 0.6647, 1.3025], [2.0399, -0.2151, -2.1998], [1.5913, -1.5846, -1.1769], [1.0898, -0.9058, 1.4654], [1.3130, 0.8311, 1.7902], [-4.1940, -0.5099, -0.2073], [-3.3237, -2.0453, -0.3171], [-3.3458, -0.9558, -1.7015], [-1.1649, 0.0724, 1.8604], [-2.4167, -1.1733, 1.8689], [-2.8600, 0.5299, 1.7211]], "lowdin_charge": [-0.40, -0.07, -0.07, -0.16, -0.16, -0.16, -0.17, -0.20, -0.69, -0.05, -0.07, -0.37, 0.11, 0.66, 0.13, 0.14, 0.13, 0.12, 0.11, 0.11, 0.11, 0.11, 0.12, 0.09, 0.07, 0.12, 0.08, 0.07, 0.08, 0.06, 0.07, 0.09]}